No. 1
A molecular structure, C2H4N4 in a non-equilibrium geometry. Source: the OMol25 dataset; level of theory: wB97M-V/def2-TZVPD.

Each line ends with the natural charge from an NBO analysis.
Cartesian coordinates (Å):
C: 0.2370 1.0431 -0.0433  0.17
C: 1.6037 -0.6501 -0.0126  0.13
H: -1.9551 -1.1043 -0.5658  0.41
H: -2.2921 0.3211 0.9880  0.36
H: -0.0185 2.1351 -0.0766  0.23
H: 2.5315 -1.3703 -0.1820  0.23
N: -1.6694 -0.0636 -0.1265  -0.63
N: -0.3808 0.0016 -0.0545  -0.06
N: 1.5872 0.7942 -0.0216  -0.50
N: 0.3564 -1.1068 0.0950  -0.34

Properties
orbital gap: 9.75 eV
net charge: 0

***

No. 2
C6H6S2 in the gas phase in a non-equilibrium geometry. Source: the OMol25 dataset; level of theory: wB97M-V/def2-TZVPD.

Each line ends with the natural charge from an NBO analysis.
Cartesian coordinates (Å):
C: 2.3716 -0.4668 -0.6314  -0.27
C: 1.4203 -0.9396 0.0610  -0.02
C: 0.2125 -1.1105 0.7295  -0.40
S: -0.9350 -2.0978 -0.4033  0.32
C: -1.8598 -0.6045 -0.1400  -0.27
S: -3.4291 -0.2638 -0.2158  0.08
C: -0.6521 0.1490 0.5393  -0.31
C: -0.0984 1.2436 -0.4309  -0.65
H: 3.3633 0.1753 -0.8291  0.28
H: 0.4182 -1.2346 1.7746  0.26
H: -0.9947 0.4142 1.4691  0.23
H: -0.5076 0.9828 -1.6098  0.25
H: 1.1581 1.3574 -0.4079  0.26
H: -0.4673 2.3954 0.0946  0.24

Properties
orbital gap: 8.57 eV
net charge: 0
SMILES string: C#C[C@@H]1SC(=S)[C@@H]1C

***

No. 3
A molecular structure, C23H31AuClN6O4Sb in a non-equilibrium geometry. Source: the OMol25 dataset; level of theory: wB97M-V/def2-TZVPD.

Each line ends with the natural charge from an NBO analysis.
Cartesian coordinates (Å):
Au: -0.0111 -0.1884 -0.2806  1.42
C: -2.2365 -1.0299 2.1220  -0.67
C: -0.9162 -0.7412 2.7340  0.26
C: -0.7843 -0.3928 4.0800  -0.21
C: 0.4668 -0.1461 4.6032  -0.10
C: 1.5872 -0.3061 3.7984  -0.25
C: 1.3728 -0.6335 2.4750  -0.08
N: 0.1753 -0.8265 1.9774  -0.51
Sb: 3.1350 -1.0874 1.2714  1.15
C: 2.0784 -2.3585 -0.1801  -0.08
C: 2.7716 -3.5324 -0.4431  -0.25
C: 2.1979 -4.4829 -1.2729  -0.09
C: 0.9402 -4.2354 -1.7892  -0.22
C: 0.2921 -3.0399 -1.4865  0.25
C: -1.0606 -2.7470 -2.0296  -0.65
N: 0.8830 -2.1283 -0.7082  -0.45
C: 3.0473 0.7804 0.1222  -0.08
C: 4.1494 1.6039 0.2602  -0.26
C: 4.1116 2.8207 -0.4078  -0.12
C: 3.0092 3.1393 -1.1668  -0.21
C: 1.9207 2.2631 -1.2276  0.27
C: 0.7019 2.6569 -1.9647  -0.67
N: 2.0027 1.0975 -0.5989  -0.55
H: -2.9296 -1.4357 2.8525  0.26
H: -2.6540 -0.0950 1.7459  0.27
H: -2.1215 -1.7268 1.2952  0.21
H: -1.6696 -0.3236 4.6914  0.25
H: 0.5870 0.1440 5.6361  0.25
H: 2.5890 -0.1886 4.1854  0.25
H: 3.7397 -3.7019 0.0081  0.25
H: 2.7237 -5.3970 -1.5057  0.26
H: 0.4583 -4.9617 -2.4257  0.26
H: -1.5220 -3.6495 -2.4202  0.25
H: -1.6891 -2.3136 -1.2560  0.23
H: -0.9827 -2.0230 -2.8361  0.24
H: 4.9897 1.3130 0.8747  0.24
H: 4.9372 3.5093 -0.3198  0.25
H: 2.9518 4.0664 -1.7127  0.25
H: 0.9285 2.8191 -3.0178  0.25
H: -0.0630 1.8977 -1.8408  0.23
H: 0.3159 3.5879 -1.5498  0.27
O: -1.1891 3.7531 0.6210  -0.77
Cl: -1.3018 2.5504 1.3203  2.60
O: -1.3000 2.6549 2.7100  -0.76
O: -2.4495 1.8113 0.8761  -0.87
O: -0.1305 1.7205 0.9473  -0.88
C: -3.0313 -0.9294 -4.6205  -0.42
N: -2.3450 -0.0481 -3.7028  -0.41
C: -1.1227 0.5325 -4.1983  -0.41
C: -2.7187 0.1788 -2.4202  0.66
N: -1.8310 0.4859 -1.5076  -0.94
N: -4.0477 0.0818 -2.1102  -0.40
C: -5.1144 0.5011 -2.9885  -0.42
C: -4.4345 -0.0884 -0.7334  -0.42
H: -2.2797 -1.4979 -5.1699  0.22
H: -3.6138 -0.3698 -5.3535  0.22
H: -3.6862 -1.6242 -4.1004  0.22
H: -1.2471 0.7332 -5.2627  0.23
H: -0.2683 -0.1375 -4.0624  0.19
H: -0.9281 1.4638 -3.6731  0.23
H: -2.2465 0.9559 -0.7010  0.41
H: -4.7276 0.9502 -3.8986  0.22
H: -5.7293 1.2426 -2.4711  0.23
H: -5.7593 -0.3452 -3.2480  0.22
H: -3.7152 -0.7263 -0.2264  0.20
H: -5.4173 -0.5537 -0.6980  0.23
H: -4.4768 0.8640 -0.1981  0.22

Properties
orbital gap (alpha / beta): 4.82 / 4.78 eV
net charge: +2

***

No. 4
C4H5N in the gas phase in a non-equilibrium geometry. Source: the OMol25 dataset; level of theory: wB97M-V/def2-TZVPD.

Each line ends with the natural charge from an NBO analysis.
Cartesian coordinates (Å):
C: -1.0786 -0.0236 -0.8836  -0.29
C: 0.0711 0.0381 -0.2222  -0.16
C: 0.2347 -0.0003 1.2868  -0.64
C: 1.2056 0.0155 -1.0145  0.25
N: 2.1003 -0.1018 -1.7472  -0.30
H: -1.2005 -0.0439 -2.0085  0.22
H: -2.0721 0.1150 -0.4445  0.20
H: 1.0835 0.7182 1.7267  0.24
H: 0.4113 -1.1450 1.5666  0.24
H: -0.7554 0.4277 1.7405  0.23

Properties
orbital gap: 10.62 eV
net charge: 0
SMILES string: C=C(C)C#N

***

No. 5
C5H7NO in the gas phase. Source: the OMol25 dataset; level of theory: wB97M-V/def2-TZVPD.

Each line ends with the natural charge from an NBO analysis.
Cartesian coordinates (Å):
O: 1.4398 2.2115 -0.1858  -0.61
C: 0.8094 1.1877 0.0080  0.69
C: 1.4654 -0.1792 -0.0461  -0.55
C: 0.5040 -1.3230 -0.1831  -0.18
C: -0.8132 -1.1667 -0.1168  -0.20
C: -1.4712 0.1599 0.1162  -0.25
N: -0.5069 1.2134 0.3877  -0.62
H: 2.0570 -0.2770 0.8752  0.24
H: 2.1899 -0.1651 -0.8667  0.24
H: 0.9255 -2.3119 -0.3494  0.21
H: -1.4826 -2.0144 -0.2427  0.21
H: -2.1752 0.0822 0.9553  0.21
H: -2.0705 0.4256 -0.7686  0.20
H: -0.8713 2.1568 0.4168  0.40

Properties
orbital gap: 10.30 eV
net charge: 0
SMILES string: O=C1CC=CCN1

***

In eV, the ΔE to the lowest compared entry with this formula, charge and spin values for the records above are, in order, 4.411, 4.419, 2.648, 1.385, 0.132.
In a.u., the DFT total energy values for the records above are, in order, -297.48219, -1028.39332, -2359.73179, -210.11285, -324.71963.